[1]
Here is a molecular structure, C45H63AsFGaN6OP in a non-equilibrium geometry from the OMol25 dataset. Energies are from ωB97M-V with the def2-TZVPD basis set.

```
! RIJCOSX wB97M-V def2-TZVPD def2/J DEFGRID3
* xyz 1 1
Ga -0.6859 -0.2162 -0.7532
O 0.5419 1.2500 -0.6390
As 1.4787 2.3481 -1.4580
C 0.5045 3.1441 -2.9216
C -0.8443 3.4246 -2.7485
C -1.5456 4.0713 -3.7506
C -0.8948 4.4289 -4.9209
C 0.4465 4.1315 -5.1003
C 1.1548 3.4915 -4.0971
C 1.9583 3.7616 -0.2295
C 2.8078 3.4905 0.8378
C 3.2072 4.5147 1.6807
C 2.7405 5.8024 1.4671
C 1.8624 6.0638 0.4280
C 1.4708 5.0470 -0.4275
C 3.0641 1.3901 -2.0323
C 4.3161 1.7588 -1.5552
C 5.4205 0.9686 -1.8282
C 5.2751 -0.1829 -2.5840
C 4.0325 -0.5366 -3.0858
C 2.9246 0.2466 -2.8108
H -1.3363 3.1177 -1.8296
H -2.5935 4.2994 -3.6197
H -1.4401 4.9353 -5.7017
H 0.9433 4.4000 -6.0200
H 2.2077 3.2547 -4.2210
H 3.1513 2.4724 0.9966
H 3.8847 4.3144 2.4985
H 3.0674 6.6043 2.1110
H 1.4935 7.0652 0.2741
H 0.7939 5.2521 -1.2522
H 4.4196 2.6685 -0.9748
H 6.3895 1.2439 -1.4394
H 6.1341 -0.8048 -2.7814
H 3.9271 -1.4308 -3.6825
H 1.9497 -0.0363 -3.1953
N -1.4836 -0.6334 0.7898
P -1.6130 -0.6182 2.3474
N -1.7557 -2.1434 3.0353
C -2.9897 -2.7770 3.4385
C -3.5792 -3.6406 2.3222
C -2.5534 -4.6853 1.8962
C -1.2681 -3.9873 1.4618
C -0.7545 -3.0838 2.5831
N -0.3072 -0.0033 3.1973
C -0.0192 -0.3200 4.5867
C 1.4961 -0.3451 4.7733
C 2.0687 1.0687 4.5874
C 1.1514 1.8991 3.6839
C 0.5508 1.0093 2.6033
N -2.9887 0.1811 2.9308
C -2.7807 1.5740 3.3192
C -4.1251 2.2059 3.6479
C -4.9561 2.3527 2.3679
C -4.6285 1.2204 1.3853
C -4.2008 -0.0313 2.1426
H -3.6858 -2.0002 3.7489
H -2.7696 -3.4153 4.3061
H -3.8213 -3.0076 1.4658
H -4.4951 -4.1201 2.6701
H -2.9493 -5.2962 1.0822
H -2.3417 -5.3461 2.7403
H -1.4665 -3.3657 0.5838
H -0.5077 -4.7290 1.2065
H 0.0960 -2.4939 2.2265
H -0.4303 -3.6979 3.4344
H -0.4603 -1.2901 4.8164
H -0.4572 0.4109 5.2822
H 1.9207 -1.0289 4.0345
H 1.7503 -0.7323 5.7598
H 3.0656 1.0070 4.1474
H 2.1676 1.5653 5.5534
H 1.7013 2.7182 3.2205
H 0.3478 2.3419 4.2736
H 1.3686 0.5287 2.0372
H -0.0311 1.6029 1.8901
H -2.2970 2.1607 2.5227
H -2.1305 1.5881 4.1964
H -3.9746 3.1779 4.1193
H -4.6381 1.5654 4.3664
H -4.7458 3.3157 1.8983
H -6.0170 2.3353 2.6225
H -3.8139 1.5089 0.7144
H -5.5005 0.9891 0.7718
H -3.9903 -0.8309 1.4293
H -5.0149 -0.3530 2.8048
F -4.0391 -0.0432 -5.9059
C -3.3031 -0.0378 -4.7788
C -1.9780 0.3473 -4.8504
C -1.2329 0.3419 -3.6861
C -1.7748 -0.0528 -2.4643
C -3.1134 -0.4407 -2.4408
C -3.8853 -0.4344 -3.5895
H -1.5484 0.6351 -5.7971
H -0.1896 0.6397 -3.7406
H -3.5399 -0.7595 -1.4967
H -4.9191 -0.7405 -3.5798
C 2.7365 -4.0490 0.5871
C 3.0913 -3.3007 -0.6969
N 2.0637 -3.4742 -1.7118
C 2.2210 -4.6631 -2.5380
C 3.1626 -4.4232 -3.7162
C 1.0165 -2.6452 -1.8135
C 0.0298 -2.8683 -2.9135
N 0.8054 -1.6330 -1.0277
H 3.5135 -3.9128 1.3344
H 2.6426 -5.1147 0.3872
H 1.7906 -3.6917 0.9901
H 4.0297 -3.6814 -1.1071
H 3.2384 -2.2340 -0.5001
H 1.2490 -4.9971 -2.8985
H 2.6251 -5.4566 -1.9037
H 2.7688 -3.6594 -4.3827
H 3.2799 -5.3426 -4.2818
H 4.1459 -4.1114 -3.3707
H -0.5580 -3.7610 -2.7070
H 0.5103 -2.9736 -3.8832
H -0.6508 -2.0207 -2.9360
H 1.4411 -1.5471 -0.2394
*
```

HOMO	-9.9	eV
LUMO energy	-0.0772	Eh



[2]
Here is a molecular structure, C45H63BBaN6O2S3 in a non-equilibrium geometry from the OMol25 dataset. Energies are from ωB97M-V with the def2-TZVPD basis set.

```
! RIJCOSX wB97M-V def2-TZVPD def2/J DEFGRID3
* xyz 0 1
Ba 0.4412 -1.0978 -0.0115
C 2.5944 -1.5327 2.3991
C 2.2231 -0.6476 3.4154
C 2.5845 0.6772 2.9796
C 3.1257 0.5517 1.7131
C 3.1584 -0.8125 1.3073
C 4.2177 -1.3339 0.3624
C 5.5917 -1.0776 1.0136
C 4.0852 -2.8378 0.1099
C 4.1791 -0.5850 -0.9738
C 2.4752 2.0537 3.6239
C 1.0345 2.5764 3.5351
C 3.0115 2.0850 5.0630
C 3.3430 3.0733 2.8636
C 1.6379 -1.2002 4.7083
C 1.0419 -2.5974 4.4651
C 2.7646 -1.3669 5.7424
C 0.4935 -0.3768 5.3086
H 2.6309 -2.6060 2.4788
H 3.5277 1.3459 1.1112
H 5.6531 -1.5874 1.9718
H 5.7419 -0.0148 1.1874
H 6.3922 -1.4423 0.3709
H 4.3245 -3.3906 1.0143
H 4.7784 -3.1479 -0.6718
H 3.0708 -3.0880 -0.1954
H 4.4074 0.4681 -0.8260
H 3.1876 -0.6645 -1.4158
H 4.9134 -1.0008 -1.6643
H 0.3242 1.9266 4.0318
H 0.7456 2.6524 2.4885
H 0.9685 3.5711 3.9722
H 2.3891 1.5378 5.7584
H 3.0692 3.1140 5.4192
H 4.0120 1.6560 5.0805
H 2.9934 3.2150 1.8461
H 4.3831 2.7573 2.8416
H 3.2874 4.0378 3.3661
H 1.8122 -3.3315 4.2492
H 0.3396 -2.5705 3.6351
H 0.5163 -2.9287 5.3600
H 3.5615 -1.9709 5.3134
H 2.3881 -1.8678 6.6333
H 3.1854 -0.4114 6.0334
H -0.3169 -0.2777 4.5900
H 0.8131 0.6074 5.6216
H 0.1021 -0.8831 6.1908
O 0.0762 0.4115 -1.7813
S -0.2565 1.6121 -2.5690
C 0.3391 1.2429 -4.3077
C -0.1819 0.0072 -5.0263
C 0.1340 -1.3221 -4.3356
C 1.6163 -1.5992 -4.1889
S 1.9486 -2.8499 -2.8725
O 1.2723 -2.3302 -1.6675
C 0.8612 -4.1626 -3.4796
C -0.0125 -4.7493 -2.5807
C -0.7703 -5.8381 -2.9764
C -0.6317 -6.3524 -4.2551
C 0.2395 -5.7548 -5.1535
C 0.9900 -4.6571 -4.7679
C -2.0136 1.4693 -3.0172
C -2.7842 0.4637 -2.4654
C -4.0977 0.3023 -2.8747
C -4.6473 1.1721 -3.8016
C -3.8950 2.2249 -4.2982
C -2.5751 2.3767 -3.9056
H 1.4234 1.2229 -4.2094
H 0.0745 2.1329 -4.8761
H 0.2488 -0.0013 -6.0348
H -1.2673 0.0821 -5.1347
H -0.3258 -2.1275 -4.9147
H -0.3051 -1.3223 -3.3380
H 2.1562 -0.7238 -3.8331
H 2.0847 -1.9497 -5.1063
H -0.1092 -4.3422 -1.5850
H -1.4588 -6.2883 -2.2783
H -1.1928 -7.2266 -4.5517
H 0.3416 -6.1464 -6.1555
H 1.6717 -4.2012 -5.4709
H -2.3423 -0.1902 -1.7296
H -4.6805 -0.5141 -2.4784
H -5.6640 1.0332 -4.1340
H -4.3312 2.9181 -5.0032
H -1.9811 3.1860 -4.3083
B -1.9914 -3.2162 1.5069
N -2.1530 -1.7902 2.0577
C -3.0999 -1.3124 2.8680
C -2.9331 0.0565 2.9764
C -1.8304 0.3259 2.1754
N -1.3790 -0.7961 1.6290
N -2.5550 -3.1708 0.0695
C -3.7893 -3.4893 -0.3259
C -3.8752 -3.2916 -1.6915
C -2.6107 -2.8255 -2.0399
N -1.8340 -2.7563 -0.9639
H -0.8212 -3.5075 1.4438
H -2.6361 -3.9714 2.1610
H -3.8355 -1.9538 3.3111
H -3.5201 0.7512 3.5419
H -1.3508 1.2622 1.9695
H -4.5362 -3.8104 0.3732
H -4.7045 -3.4838 -2.3433
H -2.2391 -2.5706 -3.0163
C -3.8805 6.2669 -2.5459
C -3.2364 5.9147 -1.2495
C -3.3036 6.6523 -0.0993
C -2.6223 6.1769 1.0481
N -1.9489 5.0433 1.0401
C -1.8831 4.3126 -0.0620
S -1.0655 2.8716 -0.1427
N -2.5138 4.7616 -1.2199
C -2.6408 6.9399 2.3293
H -4.5026 7.1491 -2.4428
H -4.4942 5.4387 -2.8972
H -3.1206 6.4628 -3.3018
H -3.8612 7.5729 -0.0580
H -2.4593 4.1682 -2.0379
H -3.0327 7.9429 2.1820
H -1.6344 6.9892 2.7402
H -3.2594 6.4171 3.0591
*
```

HOMO	-5.4	eV
LUMO energy	-0.0150	Eh